*one*
Formula: C9H14NO
Source: OMol25
Level of theory: wB97M-V/def2-TZVPD

ORCA input file:
```
! RIJCOSX wB97M-V def2-TZVPD def2/J DEFGRID3
* xyz 1 1
O -3.4511 0.0691 0.0525
N -2.2317 1.4394 1.2785
C -2.1785 0.2068 0.4933
C 1.8699 1.1095 -1.6009
C 0.9883 0.1375 -1.4280
C 2.8988 0.7068 0.5490
C -1.0747 -0.4720 0.2244
C 2.8049 1.5189 -0.5456
C 0.2744 -0.4777 0.7473
C 2.5619 -0.6899 0.3859
C 1.3080 -0.8125 -0.3336
H 3.3893 2.4398 -0.6348
H 1.8117 1.7773 -2.3961
H 0.1533 -0.1343 -1.9552
H -3.2542 1.3772 1.3324
H 3.3485 -1.1561 -0.0908
H -3.4698 -0.8624 -0.1364
H 3.3928 0.9372 1.5105
H -1.4239 -1.1103 -0.6194
H 1.2389 -1.8430 -0.6621
H 2.6128 -1.2144 1.3659
H 0.3402 -1.3569 1.4386
H -1.7692 2.1452 0.7510
H 0.4993 0.4611 1.2598
H -1.8398 1.5627 2.2356
*
```

- Lowest unoccupied orbital energy: -0.1307 Ha
- HOMO energy: -0.412 hartree
- SMILES string: [NH3+]/C(O)=C\C[C@H]1C=CC=CC1
- HOMO-LUMO gap: 7.65 eV

Results of the Löwdin charge analysis, in e, for atoms 1 through 6: atom 1 (O): 0.100, atom 2 (N): 0.280, atom 3 (C): -0.349, atom 4 (C): -0.060, atom 5 (C): -0.056, atom 6 (C): -0.095

***

*two*
Formula: C9H14NO
Source: OMol25
Level of theory: wB97M-V/def2-TZVPD

ORCA input file:
```
! RIJCOSX wB97M-V def2-TZVPD def2/J DEFGRID3
* xyz 1 1
O 1.6794 0.9920 -0.0933
N 0.8405 -0.2103 0.1800
C 1.4340 -1.3897 -0.4977
C 1.1106 -0.4744 1.9380
C -1.1925 1.0202 0.7273
C 1.2919 1.8483 -1.1755
C -2.7401 -0.8963 -0.4570
C -3.3596 0.2620 0.0047
C -0.6354 -0.1412 0.1588
C -1.4248 -1.0475 -0.4792
C -2.5837 1.1746 0.7183
H -0.9301 -1.8156 -1.1153
H 2.1450 -0.3852 2.2006
H 0.5176 0.2834 2.4590
H 2.0938 2.6227 -1.4191
H -0.5779 1.8322 0.9604
H -3.4152 -1.5766 -0.9913
H 1.3131 -1.2972 -1.4802
H -3.1414 2.0026 1.2478
H 0.9876 -2.3165 0.0188
H 2.4317 -1.4123 -0.0133
H 1.1258 1.3579 -2.1693
H 0.4460 2.4869 -0.8706
H 0.9030 -1.4966 1.9704
H -4.3953 0.3455 -0.0829
*
```

- Lowest unoccupied orbital energy: -0.1241 Ha
- HOMO energy: -0.493 hartree
- SMILES string: CO[N+](C)(C)c1ccccc1
- HOMO-LUMO gap: 10.04 eV

Results of the Löwdin charge analysis, in e, for atoms 1 through 6: atom 1 (O): -0.105, atom 2 (N): -0.160, atom 3 (C): 0.026, atom 4 (C): 0.187, atom 5 (C): -0.021, atom 6 (C): -0.056

***

On energetic grounds, *one* is preferred over the next structure by 12.7 kcal/mol.

***

*one*
Formula: CH9NO4
Source: OMol25
Level of theory: wB97M-V/def2-TZVPD

ORCA input file:
```
! RIJCOSX wB97M-V def2-TZVPD def2/J DEFGRID3
* xyz 0 1
O -1.2641 -2.6970 0.8284
O 1.8601 -1.7531 1.2554
O -2.0447 -0.0181 0.6918
O -0.1917 2.1472 -0.3773
N 1.1805 1.1540 -1.8428
C 0.7539 2.2594 -1.1242
H -2.2611 0.1758 1.6108
H 2.1833 1.1219 -2.0608
H -1.0267 -2.6899 -0.1087
H 1.2737 3.2157 -1.2978
H 1.8142 -2.6146 1.6816
H -1.5435 0.7597 0.4068
H 0.9786 -1.6432 0.8795
H 0.8498 0.2066 -1.5887
H -1.8900 -1.9521 0.8411
*
```

- Lowest unoccupied orbital energy: 0.0225 Ha
- HOMO energy: -0.392 hartree
- SMILES string: NC=O.O.O.O
- HOMO-LUMO gap: 11.28 eV

Results of the Löwdin charge analysis, in e, for atoms 1 through 6: atom 1 (O): -0.077, atom 2 (O): -0.069, atom 3 (O): -0.060, atom 4 (O): 0.001, atom 5 (N): 0.097, atom 6 (C): -0.370

***

*two*
Formula: CH9NO4
Source: OMol25
Level of theory: wB97M-V/def2-TZVPD

ORCA input file:
```
! RIJCOSX wB97M-V def2-TZVPD def2/J DEFGRID3
* xyz 0 1
O -2.4277 -0.7326 -0.6974
O 1.4736 -1.2049 -0.4218
O -1.2790 1.3136 -0.4659
O -0.5565 -1.1147 1.1809
N 1.3559 1.0918 0.1943
C 1.9770 -0.2069 0.3665
H 3.0589 -0.0635 0.1974
H 1.8936 -0.5673 1.4187
H -1.3307 -1.0821 0.5947
H -1.8608 2.0290 -0.1669
H 1.6583 1.4626 -0.6989
H 0.1638 -1.3171 0.5544
H 0.3367 1.0154 0.2376
H -1.9407 0.2680 -0.6528
H -2.5224 -0.8911 -1.6407
*
```

- Lowest unoccupied orbital energy: -0.2149 Ha
- HOMO energy: -0.364 hartree
- HOMO-LUMO gap: 4.06 eV

Results of the Löwdin charge analysis, in e, for atoms 1 through 6: atom 1 (O): -0.113, atom 2 (O): 0.053, atom 3 (O): -0.116, atom 4 (O): -0.007, atom 5 (N): 0.046, atom 6 (C): -0.342

***

On energetic grounds, *one* is preferred over the next structure by 193.6 kcal/mol.

***

*one*
Formula: C6H15N2S
Source: OMol25
Level of theory: wB97M-V/def2-TZVPD

ORCA input file:
```
! RIJCOSX wB97M-V def2-TZVPD def2/J DEFGRID3
* xyz 1 1
S 3.0047 -1.9752 -0.7266
N 0.8242 -2.4233 1.0632
N 1.2505 0.1449 0.1449
C -0.9907 0.6138 -0.5803
C 0.4444 1.0610 -0.6067
C -1.8806 1.3979 -1.6073
C -1.7228 0.7287 0.7429
C 2.1063 0.0284 1.3398
C 1.8675 -0.9872 0.1919
H -2.5622 0.1453 0.7067
H -1.4302 1.4754 -2.5799
H 0.4940 -1.8407 1.7748
H 1.1747 -3.3796 1.4046
H 0.6827 1.9689 -0.2431
H -0.7925 -0.3981 -0.9509
H 0.7449 1.0263 -1.6637
H 1.6369 -0.0299 2.3385
H -0.1117 -2.6031 0.4467
H -1.1607 0.5033 1.6395
H -2.0857 2.3948 -1.2480
H -2.1481 1.6730 0.8168
H -2.6133 0.7076 -1.7715
H 2.9866 0.5168 1.3116
H 2.6828 -1.3199 -1.8879
*
```

- Lowest unoccupied orbital energy: -0.1158 Ha
- HOMO energy: -0.509 hartree
- HOMO-LUMO gap: 10.70 eV

Results of the Löwdin charge analysis, in e, for atoms 1 through 6: atom 1 (S): 0.874, atom 2 (N): 0.081, atom 3 (N): -0.039, atom 4 (C): -0.377, atom 5 (C): -0.115, atom 6 (C): -0.028

***

*two*
Formula: C6H15N2S
Source: OMol25
Level of theory: wB97M-V/def2-TZVPD

ORCA input file:
```
! RIJCOSX wB97M-V def2-TZVPD def2/J DEFGRID3
* xyz 1 1
S -1.5992 1.7422 0.0782
N -1.3092 0.2468 0.3586
N 0.0070 2.9540 0.6288
C -1.6895 -1.2409 -1.4584
C -0.6630 -0.6706 -0.5273
C 0.8981 2.6403 1.7045
C 0.0412 4.0579 0.0416
C 0.3252 -1.5813 0.2282
C 1.0447 -2.5424 -0.7251
H 0.8839 4.7128 0.2253
H 1.1115 -1.1081 0.7554
H -1.6253 -0.1606 1.2863
H -1.4215 -1.7218 -2.4803
H -2.3994 -1.8865 -0.9118
H 0.2370 2.4130 2.6479
H 1.5277 1.7183 1.5038
H -2.3877 -0.4677 -1.6696
H 0.3597 -2.9720 -1.3692
H 0.1014 -0.0090 -1.0401
H 1.6028 3.5619 2.0021
H 1.7279 -3.2088 -0.1792
H 1.7089 -1.8816 -1.3170
H -0.5773 4.2260 -0.7582
H -0.2795 -2.1025 0.9310
*
```

- Lowest unoccupied orbital energy: -0.1535 Ha
- HOMO energy: -0.512 hartree
- SMILES string: C=[N+](C)SN[C@H](C)CC
- HOMO-LUMO gap: 9.76 eV

Results of the Löwdin charge analysis, in e, for atoms 1 through 6: atom 1 (S): 1.053, atom 2 (N): -0.446, atom 3 (N): -0.309, atom 4 (C): -0.050, atom 5 (C): -0.480, atom 6 (C): -0.099

***

On energetic grounds, *two* is preferred over the next structure by 25.6 kcal/mol.

***

*one*
Formula: C4H3BrF2
Source: OMol25
Level of theory: wB97M-V/def2-TZVPD

ORCA input file:
```
! RIJCOSX wB97M-V def2-TZVPD def2/J DEFGRID3
* xyz 0 1
Br -3.0073 -0.4115 0.2094
F 1.6274 -1.6604 -0.4315
F 3.1756 -0.6683 0.7099
C 1.9723 -0.4994 0.2265
C -1.0287 -0.4278 -0.1029
C 1.0774 0.3201 0.8546
C -0.2716 0.1284 0.9883
H -0.8145 -1.5748 0.0259
H -0.5916 -0.1335 -1.1353
H 1.5264 0.9749 1.6328
*
```

- Lowest unoccupied orbital energy (alpha / beta): -0.0481 / -0.0457 Ha
- HOMO energy (alpha / beta): -0.317 / -0.326 hartree
- HOMO-LUMO gap (alpha / beta): 7.31 / 7.64 eV

Results of the Löwdin charge analysis, in e, for atoms 1 through 6: atom 1 (Br): 0.552, atom 2 (F): 0.087, atom 3 (F): 0.150, atom 4 (C): -0.276, atom 5 (C): -0.655, atom 6 (C): -0.124

***

*two*
Formula: C4H3BrF2
Source: OMol25
Level of theory: wB97M-V/def2-TZVPD

ORCA input file:
```
! RIJCOSX wB97M-V def2-TZVPD def2/J DEFGRID3
* xyz 0 1
Br -3.6136 -4.9734 0.1868
F -1.8101 0.2546 -1.5372
F -1.8037 0.2734 0.6422
C -1.1321 0.6236 -0.4418
C 2.4976 2.2561 0.5888
C 0.0338 1.2249 -0.4895
C 3.6825 2.1747 0.4806
H 4.7387 2.1984 0.4677
H 0.6429 1.5147 -1.3068
H -3.2363 -5.5471 1.4091
*
```

- Lowest unoccupied orbital energy (alpha / beta): -0.1393 / -0.1394 Ha
- HOMO energy (alpha / beta): -0.383 / -0.382 hartree
- HOMO-LUMO gap (alpha / beta): 6.62 / 6.61 eV

Results of the Löwdin charge analysis, in e, for atoms 1 through 6: atom 1 (Br): 0.308, atom 2 (F): 0.133, atom 3 (F): 0.139, atom 4 (C): -0.433, atom 5 (C): -0.031, atom 6 (C): 0.288

***

On energetic grounds, *one* is preferred over the next structure by 114.8 kcal/mol.